[1]
The following is a DFT calculation (wB97M-V/def2-TZVPD) of 2 unconnected molecules or ions with the total composition C4H5NO3.

Calculated values
Lowest unoccupied orbital energy: -0.296 eV
Relative energy (zero: lowest compared OMol25 entry of this formula, charge and spin): 740.8 kJ/mol
Kohn-Sham gap: 7.6 eV
Highest occupied orbital energy: -7.9 eV
Spin multiplicity: 1

Each line ends with the Mulliken charge.
Element x y z (Å)
N: -0.15 -0.02 1.00  -0.0257
O: -0.58 -1.59 -2.21  -0.5948
C: -0.20 -0.87 -1.13  0.6447
H: -1.90 -1.25 0.29  0.3102
C: 0.83 0.15 -1.05  -0.5412
C: 0.88 0.70 0.31  0.3776
O: 1.37 1.65 1.06  -0.5139
O: -1.15 0.99 1.66  -0.5677
H: 0.73 -1.97 -2.46  0.3984
H: 0.64 1.60 1.77  0.4376
C: -0.85 -0.88 0.03  -0.5397
H: 1.43 0.47 -2.06  0.2433
H: -1.03 1.01 2.80  0.3713

[2]
The following is a DFT calculation (wB97M-V/def2-TZVPD) of C4H9N in the gas phase.

Calculated values
Lowest unoccupied orbital energy: 1.135 eV
Relative energy (zero: lowest compared OMol25 entry of this formula, charge and spin): 30.5 kJ/mol
Kohn-Sham gap: 8.9 eV
Highest occupied orbital energy: -7.8 eV
Structure (SMILES): C/C=C(/C)N
Spin multiplicity: 1

Each line ends with the Mulliken charge.
Element x y z (Å)
C: 0.53 -1.23 -1.50  -1.1831
H: -0.21 2.34 1.16  0.2951
H: 1.51 -1.04 -1.97  0.2657
C: -0.16 -0.02 -0.93  -0.1669
H: -0.75 0.46 -1.70  0.3095
H: 1.13 -1.14 1.08  0.1462
H: -1.67 1.74 0.20  0.3028
H: -1.34 1.17 1.84  0.3708
H: 0.75 0.08 2.23  0.1971
H: -0.13 -1.76 -2.19  0.3154
N: 0.56 -0.37 1.34  -0.4414
H: 0.79 -2.06 -0.82  0.2991
C: -0.12 0.32 0.35  0.5965
C: -0.88 1.52 0.92  -1.3069

[3]
The following is a DFT calculation (wB97M-V/def2-TZVPD) of a gas-phase ion, C18H15N2O7S2 (charge -1).

Calculated values
Lowest unoccupied orbital energy: 2.879 eV
Relative energy (zero: lowest compared OMol25 entry of this formula, charge and spin): 0.0 kJ/mol
Kohn-Sham gap: 7.0 eV
Highest occupied orbital energy: -4.1 eV
Structure (SMILES): O=C1NC(=O)C(CC(S(=O)(=O)c2ccccc2)=[S@](=O)([O-])c2ccccc2)C(=O)N1
Spin multiplicity: 1
Net charge: -1

Each line ends with the Mulliken charge.
Element x y z (Å)
H: 2.68 -0.83 0.98  0.3931
C: 1.72 -0.92 2.90  -0.1245
O: -0.14 -0.74 0.46  -0.6722
C: -1.88 -0.87 2.38  0.1997
H: 1.38 -3.69 4.83  0.3842
H: -3.03 0.76 3.17  0.2481
C: -2.75 4.43 -0.70  0.3462
O: -1.16 5.64 2.28  -0.6432
S: -1.00 0.16 1.19  1.3101
H: -2.98 5.91 0.67  0.2504
H: -2.28 -4.16 3.17  0.3729
C: -1.32 4.90 1.32  0.1532
O: 1.11 1.16 4.31  -0.7939
C: 2.57 -2.86 1.75  -0.5507
C: 1.65 -3.08 3.97  -0.4988
H: -0.82 -2.67 1.83  0.4308
H: 0.18 3.15 2.94  0.4595
H: -1.51 2.68 2.60  0.1542
O: -2.11 0.82 0.53  -0.6744
C: -0.73 3.01 -0.33  -0.1793
O: 2.58 1.44 2.28  -0.7558
C: -3.74 -1.16 3.90  -0.5783
C: -2.90 -0.32 3.16  -0.4702
O: 0.02 2.18 -0.81  -0.5964
C: -0.48 2.74 2.16  -1.7101
H: 3.04 -3.28 0.86  0.3597
C: 1.45 -1.70 4.03  -0.3054
N: -2.36 5.15 0.44  -0.0691
H: -4.56 -0.72 4.47  0.3603
H: 2.33 -4.75 2.77  0.3552
H: -4.21 -3.20 4.44  0.3482
H: 0.61 4.05 0.92  0.3107
C: -0.43 3.70 1.01  1.3902
C: -2.47 -3.08 3.17  -0.7061
H: 1.06 -1.22 4.93  0.4036
C: -3.54 -2.54 3.88  -0.4114
C: -1.64 -2.25 2.40  -0.1372
H: -2.13 2.84 -1.79  0.2565
C: 2.19 -3.66 2.82  -0.4385
C: 2.36 -1.48 1.79  -0.2126
S: 1.41 0.86 2.92  1.5675
O: -3.74 4.71 -1.35  -0.6312
C: 0.00 1.34 1.97  0.1026
N: -1.88 3.39 -0.98  0.0019

[4]
The following is a DFT calculation (wB97M-V/def2-TZVPD) of 3 unconnected molecules or ions with the total composition C3H8F2NO.

Calculated values
Lowest unoccupied orbital energy (alpha / beta): -6.784 / -6.784 eV
Relative energy (zero: lowest compared OMol25 entry of this formula, charge and spin): 356.5 kJ/mol
Kohn-Sham gap (alpha / beta): 9.0 / 9.0 eV
Highest occupied orbital energy (alpha / beta): -15.8 / -15.8 eV
Spin multiplicity: 1
Net charge: +1

Each line ends with the Mulliken charge.
Element x y z (Å)
H: 0.80 -2.41 -0.54  0.3476
H: -1.51 0.64 0.80  0.2749
F: 3.43 1.06 0.30  -0.1497
H: -2.35 -0.88 1.09  0.3033
H: 4.82 -0.11 -0.61  0.3291
H: 1.29 -0.96 -0.39  0.3893
O: 2.90 -0.91 -0.55  -0.4678
H: -2.00 -0.12 -0.51  0.3604
C: 3.72 -0.06 -0.32  0.3012
F: -0.76 2.84 1.03  -0.3885
H: -0.63 3.68 0.77  0.3857
H: -0.15 -0.83 -1.49  0.3799
N: -0.42 -1.04 0.46  -0.0265
C: -1.60 -0.34 0.42  -0.5878
C: 0.24 -1.37 -0.63  -0.4512

[5]
The following is a DFT calculation (wB97M-V/def2-TZVPD) of C4H6O2 in the gas phase.

Calculated values
Lowest unoccupied orbital energy: 0.676 eV
Relative energy (zero: lowest compared OMol25 entry of this formula, charge and spin): 567.4 kJ/mol
Kohn-Sham gap: 9.4 eV
Highest occupied orbital energy: -8.7 eV
Spin multiplicity: 1

Each line ends with the Mulliken charge.
Element x y z (Å)
H: -1.70 -1.07 -0.23  0.2698
O: -2.89 0.29 0.68  -0.4498
O: 0.52 0.50 -0.55  -0.2280
H: 1.32 -0.79 -1.89  0.2348
H: 1.18 1.19 1.37  0.2121
H: 2.05 -0.88 -0.25  0.2888
H: -0.85 1.83 0.34  0.3027
C: 0.56 0.31 1.19  -0.6385
C: -1.82 -0.08 0.26  -0.1573
C: -0.59 0.77 0.39  0.4299
H: 0.48 -1.63 -0.52  0.3277
C: 1.12 -0.80 -0.82  -0.5922

[6]
The following is a DFT calculation (wB97M-V/def2-TZVPD) of a molecular structure, C41H64GeI2NO5PTi.

Calculated values
Lowest unoccupied orbital energy (alpha / beta): -2.238 / -5.202 eV
Relative energy (zero: lowest compared OMol25 entry of this formula, charge and spin): 15.6 kJ/mol
Kohn-Sham gap (alpha / beta): 7.6 / 4.6 eV
Highest occupied orbital energy (alpha / beta): -9.8 / -9.8 eV
Expectation value of S²: 3.760
Spin multiplicity: 4
Net charge: +1

Each line ends with the Mulliken charge.
Element x y z (Å)
O: -0.25 0.14 3.09  1.2242
H: 4.22 -0.15 2.41  0.2965
C: -4.61 6.12 1.15  -0.9547
H: -1.28 8.60 -0.32  0.3428
H: 0.37 -5.50 -1.61  0.3710
C: 2.32 -3.52 4.40  -1.8113
H: 3.11 2.87 1.69  0.5951
C: 4.15 0.24 1.40  -1.6188
H: -0.09 -4.48 5.23  0.5019
O: -0.71 1.44 0.38  -1.0924
H: 4.82 -2.72 -1.56  0.5400
I: -2.15 -2.27 1.35  -0.5366
H: -0.28 6.57 -0.88  0.4837
O: 0.87 -2.21 2.94  -0.1055
H: -1.56 3.13 0.32  -0.1794
H: 3.35 -4.53 -3.64  0.2813
O: -0.77 -0.34 -0.86  0.7689
H: 0.99 -5.24 -4.11  0.3098
C: -0.58 5.69 -0.30  -1.7512
C: -1.75 2.04 3.18  -1.7721
H: 2.30 -2.72 0.18  0.4200
C: 2.77 0.82 1.15  1.8031
H: -1.12 -3.59 4.10  0.2633
H: 0.45 1.60 -4.81  0.5407
H: 0.14 0.74 5.77  0.4597
H: -0.88 2.17 5.71  0.4701
H: -0.99 2.71 2.76  0.2141
H: -4.80 4.02 0.75  0.5888
C: -0.17 -3.57 4.63  -1.5096
H: 1.45 2.33 1.98  0.0457
Ti: -0.06 -0.35 1.09  0.2442
C: -1.29 0.81 -0.59  1.0257
C: 3.19 -4.67 -2.57  -1.7585
H: -1.35 -5.31 -1.95  0.5212
H: 1.84 -4.59 2.02  0.2745
C: -1.52 8.27 0.69  -1.5606
C: 3.92 -2.32 -2.03  -1.5563
H: 3.67 -1.38 -1.54  0.0073
H: 0.57 2.10 4.71  0.3355
H: -2.24 -3.55 -3.35  0.6639
H: 0.06 -4.43 1.97  0.1947
C: 0.14 -4.57 -4.20  -1.6419
H: -0.74 -5.17 -4.43  0.5310
H: 2.46 -4.51 4.83  0.4743
H: 4.15 -2.12 -3.08  0.4291
C: 0.93 -4.57 2.62  -1.4085
H: 4.14 -5.01 -2.14  0.5269
C: -4.68 2.16 -2.68  -0.7871
C: 2.28 -1.80 -4.93  -0.5559
H: -1.99 9.11 1.20  0.4002
H: -1.69 -0.88 5.01  0.1267
C: 0.80 -0.25 -3.80  -0.6928
H: -2.75 0.50 5.30  0.4678
C: -0.26 1.51 5.10  -1.7989
C: -1.98 5.84 0.21  0.7157
H: 1.90 1.04 -6.73  0.4081
C: 2.81 -3.36 -1.87  2.9234
H: 3.06 -1.15 -6.82  0.4751
C: -3.13 0.44 -2.14  -0.6409
H: -0.48 4.82 -0.95  0.3583
C: 0.97 0.65 -4.84  -0.8762
H: 2.77 1.84 3.07  0.4001
C: -4.16 4.89 0.72  -0.4738
H: 3.15 -3.33 3.72  0.3081
C: -1.10 0.93 3.98  1.5107
N: -2.38 3.47 -0.15  0.7926
H: -1.25 -2.20 -3.93  0.3259
C: 0.99 -3.46 3.65  1.2959
C: -2.16 -0.01 4.54  -1.3406
H: -0.58 8.05 1.19  0.3211
C: 2.43 -0.90 -5.97  -0.7435
H: 1.81 -4.38 -0.20  0.3486
H: -2.83 -0.37 3.76  0.2664
H: -0.59 -4.23 -0.80  0.1660
Ge: 1.43 -0.63 3.61  -0.4835
C: -2.44 7.08 0.69  1.1907
H: 4.37 -0.56 0.70  0.2144
H: -2.40 2.63 3.82  0.6963
C: 2.58 -3.63 -0.37  -2.9186
C: 1.78 0.33 -5.92  -0.7176
C: -2.46 1.31 -1.26  0.3306
H: -4.09 8.17 1.49  0.3795
H: 0.83 -5.54 3.11  0.4945
H: -1.64 -2.36 -2.20  -0.0693
H: -5.62 6.23 1.51  0.4149
H: 2.36 -2.80 5.22  0.4534
H: 2.46 -5.45 -2.42  0.3927
H: 4.91 1.02 1.29  0.4611
H: 1.64 1.71 -0.47  -0.1271
H: -4.76 0.15 -3.49  0.4810
P: 1.23 -2.67 -2.52  -0.2060
H: 3.52 -4.00 0.05  0.6917
H: -2.35 1.64 2.36  0.1687
H: 0.14 5.59 0.51  0.3363
H: 0.16 -0.02 -2.96  0.8593
C: 2.50 2.03 2.03  -1.6090
H: -4.44 4.04 -1.72  0.5588
C: 2.58 1.19 -0.32  -0.9711
C: 1.46 -1.48 -3.85  0.5617
C: -0.43 -4.77 -1.74  -1.7511
C: -1.39 -2.91 -3.11  -1.5983
H: -2.76 -0.57 -2.23  0.8402
C: -0.17 -3.81 -2.90  2.2850
H: -5.54 2.50 -3.24  0.4015
C: -4.24 0.84 -2.84  -1.0479
H: 0.30 -3.89 -5.04  0.3790
C: -4.07 3.03 -1.82  -0.9997
I: -4.39 -3.37 -0.73  -0.1942
H: -0.18 -2.72 5.32  0.2940
H: 2.78 -2.76 -4.98  0.3570
C: -2.86 4.75 0.24  -0.2347
C: -3.74 7.21 1.14  -0.8690
H: 3.39 1.85 -0.64  0.6151
C: -2.96 2.63 -1.05  0.6341
H: 2.60 0.30 -0.95  -0.4316
O: 1.82 -0.24 1.46  0.5443

no.,molecular weight (Da)
1,115.09
2,71.12
3,435.46
4,112.10
5,86.09
6,1056.22